1.
Entry from the Open Molecules 2025 dataset: the ion CCl4 with charge +1 in a non-equilibrium geometry (ωB97M-V/def2-TZVPD).

2S+1: 2
⟨S²⟩: 0.755
Gap between HOMO and LUMO (alpha / beta): 11.07 / 5.26 eV
Total charge: +1
Molecular weight: 153.8 g mol⁻¹
ΔE to the lowest compared entry with this formula, charge and spin: 37.9 kJ/mol
LUMO level (alpha / beta): -5.97 / -11.60 eV

Last column: Löwdin charge in e.
CARTESIAN COORDINATES (ANGSTROEM)
C -0.069 -0.034 0.009  -1.8355
Cl -1.515 -0.784 -0.655  0.6579
Cl -0.053 1.706 -0.561  0.7285
Cl 0.133 -0.158 1.856  0.6510
Cl 1.506 -0.730 -0.648  0.7981



2.
Entry from the Open Molecules 2025 dataset: a structure of composition C19H42NO2P3RuSe in a non-equilibrium geometry (ωB97M-V/def2-TZVPD).

2S+1: 5
⟨S²⟩: 6.048
Gap between HOMO and LUMO (alpha / beta): 5.46 / 4.61 eV
Total charge: +4
Molecular weight: 589.5 g mol⁻¹
LUMO level (alpha / beta): -14.44 / -15.31 eV

Last column: Löwdin charge in e.
CARTESIAN COORDINATES (ANGSTROEM)
Ru 0.540 -0.670 0.453  0.6181
P 1.698 -1.727 2.045  0.7091
P 1.965 1.126 -0.018  0.7430
P -0.962 -2.193 -0.272  0.7006
H 0.217 1.388 -4.744  0.0585
C -0.575 0.897 -4.176  -0.0581
C -1.120 1.342 -3.037  -0.0718
H -0.877 2.292 -2.535  0.0530
C 3.168 -2.640 1.482  -0.2170
C 2.262 -0.531 3.331  -0.1958
C 0.637 -2.864 3.023  -0.1995
C 1.901 2.157 -1.540  -0.2263
C 1.848 2.503 1.216  -0.2247
C 3.769 0.777 -0.005  -0.2591
C -1.911 -1.980 -1.836  -0.2234
C -2.344 -2.719 0.791  -0.1816
C -0.099 -3.727 -0.651  -0.2238
H -0.921 -0.012 -4.700  0.0667
H -1.807 0.749 -2.436  0.0191
H 3.615 -3.154 2.343  0.0911
H 3.893 -1.961 1.024  0.0335
H 2.856 -3.364 0.723  0.0369
H 2.772 -1.059 4.152  0.0921
H 1.380 -0.006 3.740  0.0651
H 2.948 0.210 2.889  0.0395
H 1.191 -3.215 3.908  0.0896
H 0.374 -3.732 2.393  0.0443
H -0.291 -2.355 3.339  0.0532
H 2.776 2.827 -1.594  0.0874
H 0.995 2.769 -1.528  0.0418
H 1.881 1.527 -2.430  0.0228
H 2.810 3.025 1.320  0.0838
H 1.553 2.116 2.193  0.0230
H 1.100 3.236 0.889  0.0526
H 4.334 1.717 -0.079  0.0852
H 4.008 0.148 -0.874  -0.0259
H 4.054 0.245 0.902  0.0301
H -2.583 -2.843 -1.903  0.0741
H -1.230 -1.948 -2.692  0.0554
H -2.518 -1.071 -1.806  0.0521
H -3.018 -3.320 0.160  0.0860
H -2.877 -1.847 1.183  0.0578
H -1.958 -3.330 1.611  0.0588
H -0.765 -4.321 -1.277  0.0832
H 0.115 -4.268 0.267  0.0508
H 0.820 -3.493 -1.198  -0.0096
C 3.153 -2.129 -3.865  -0.5948
C 2.626 -1.308 -4.896  -0.0040
C 2.791 -1.662 -6.232  0.0741
C 3.508 -2.814 -6.590  0.0533
C 4.108 -3.603 -5.590  0.0867
C 3.946 -3.255 -4.249  0.0186
Se 2.820 -1.742 -2.083  0.9371
H -0.098 -0.466 -0.986  0.0117
H 2.074 -0.411 -4.632  0.1056
H 2.347 -1.046 -7.017  0.1586
H 3.601 -3.111 -7.632  0.1504
H 4.683 -4.502 -5.857  0.1671
H 4.415 -3.842 -3.449  0.1431
N -1.976 3.209 2.351  0.2021
C -2.579 1.958 2.891  -0.0137
C -1.695 0.802 2.443  -0.6257
O -1.835 -0.315 2.952  0.0530
O -0.858 1.182 1.548  -0.1092
H -1.024 3.346 2.708  0.1735
H -2.514 4.014 2.610  0.1767
H -1.897 3.130 1.325  0.1738
H -2.632 2.036 3.965  0.1561
H -3.582 1.812 2.483  0.1641



3.
Entry from the Open Molecules 2025 dataset: a cluster of 9 separate species, C26H70Br2NO12P in total (ωB97M-V/def2-TZVPD).

Structure (SMILES): CC[C@H](Br)CO[C@H](COCP(O)Br)C[C@H](O)CN.CCO.CCO.CCO.CCO.CCO.CCO.CCO.CCO
Gap between HOMO and LUMO: 9.29 eV
Molecular weight: 779.6 g mol⁻¹
LUMO level: 0.40 eV

Last column: Löwdin charge in e.
CARTESIAN COORDINATES (ANGSTROEM)
C -6.043 -0.567 -2.361  -0.0960
C -5.970 -1.099 -0.927  -0.3055
C -5.888 -2.629 -0.911  -0.6571
Br -6.897 -3.331 0.599  0.7362
C -4.423 -3.149 -0.907  -0.2397
O -4.013 -3.814 0.260  -0.1555
C -3.132 -3.091 1.104  -0.2983
C -1.769 -2.964 0.438  -0.1449
O -0.897 -2.282 1.327  -0.2221
C -0.055 -1.346 0.713  -0.4328
P 0.436 -0.202 2.080  0.6143
O 1.961 0.143 1.616  -0.3863
Br -0.788 1.599 1.494  0.3352
C -3.023 -3.871 2.422  -0.0602
C -3.469 -3.099 3.654  -0.3723
O -4.727 -2.489 3.366  -0.0446
C -2.458 -2.068 4.157  -0.2299
N -2.546 -1.825 5.609  0.0039
H -5.290 -1.035 -2.993  0.0742
H -7.031 -0.780 -2.770  0.0696
H -5.907 0.512 -2.373  0.0711
H -6.853 -0.782 -0.377  0.0796
H -5.109 -0.678 -0.407  0.1055
H -6.365 -3.030 -1.802  0.0794
H -3.792 -2.282 -1.108  0.1108
H -4.292 -3.842 -1.740  0.1279
H -3.532 -2.096 1.325  0.1538
H -1.399 -3.971 0.222  0.1253
H -1.829 -2.420 -0.507  0.1187
H -0.571 -0.779 -0.067  0.0711
H 0.837 -1.797 0.265  0.0714
H 2.454 0.256 2.443  0.0164
H -3.648 -4.757 2.318  0.1319
H -1.999 -4.204 2.589  0.1216
H -3.616 -3.826 4.464  0.1392
H -5.091 -2.176 4.190  0.0835
H -2.672 -1.130 3.642  0.1157
H -1.444 -2.361 3.891  0.0914
H -2.984 -0.935 5.796  0.0560
H -3.116 -2.528 6.062  0.0521
C 2.654 -0.426 -1.921  -0.0860
C 2.361 -1.863 -2.308  -0.3253
O 1.205 -1.983 -3.132  -0.0775
H 1.796 0.014 -1.410  0.0662
H 3.517 -0.370 -1.256  0.0667
H 2.863 0.182 -2.804  0.0778
H 2.148 -2.462 -1.422  0.0841
H 3.227 -2.310 -2.809  0.1106
H 1.357 -1.475 -3.934  0.0791
C 3.479 3.085 -0.209  -0.0733
C 3.161 3.970 0.981  -0.3188
O 1.848 3.757 1.490  -0.1161
H 2.760 3.260 -1.010  0.0840
H 4.480 3.291 -0.587  0.0533
H 3.414 2.029 0.068  0.0539
H 3.209 5.022 0.697  0.1151
H 3.898 3.799 1.776  0.0936
H 1.778 2.834 1.751  0.0045
C -7.421 -1.670 -7.322  -0.0939
C -6.949 -1.438 -5.899  -0.3368
O -6.151 -0.266 -5.777  -0.0862
H -6.569 -1.743 -7.998  0.0749
H -8.006 -2.588 -7.396  0.0733
H -8.047 -0.841 -7.661  0.0718
H -6.316 -2.262 -5.569  0.1104
H -7.805 -1.382 -5.218  0.1039
H -6.686 0.487 -6.044  0.0807
C -2.334 4.569 -1.082  -0.0889
C -2.721 3.127 -1.349  -0.3479
O -3.853 3.019 -2.211  -0.0878
H -3.171 5.111 -0.641  0.0761
H -1.481 4.625 -0.403  0.0679
H -2.061 5.075 -2.012  0.0715
H -3.004 2.632 -0.422  0.0750
H -1.876 2.578 -1.776  0.1034
H -3.627 3.435 -3.048  0.0754
C 1.926 -5.893 -0.860  -0.0866
C 1.484 -5.279 0.455  -0.3143
O 0.196 -5.729 0.859  -0.0827
H 1.204 -5.669 -1.645  0.0787
H 2.902 -5.510 -1.163  0.0723
H 2.001 -6.980 -0.774  0.0719
H 1.398 -4.196 0.360  0.0897
H 2.217 -5.488 1.242  0.1104
H 0.228 -6.682 0.978  0.0842
C 5.782 -1.412 1.795  -0.0826
C 5.382 -0.657 3.048  -0.3091
O 4.084 -1.034 3.509  -0.0941
H 5.051 -1.244 1.003  0.0640
H 6.762 -1.092 1.442  0.0771
H 5.824 -2.487 1.989  0.0746
H 5.328 0.413 2.847  0.1079
H 6.117 -0.813 3.843  0.1098
H 4.098 -1.974 3.708  0.0868
C 5.697 6.729 -2.649  -0.0913
C 6.355 5.679 -1.774  -0.3136
O 5.922 4.358 -2.100  -0.0974
H 4.612 6.673 -2.558  0.0748
H 6.020 7.731 -2.364  0.0743
H 5.954 6.574 -3.699  0.0712
H 6.085 5.828 -0.729  0.1101
H 7.445 5.744 -1.853  0.1077
H 6.157 4.184 -3.015  0.0810
C 5.899 4.353 4.665  -0.0955
C 5.481 5.797 4.452  -0.3216
O 4.978 6.022 3.140  -0.0865
H 6.655 4.066 3.933  0.0739
H 6.306 4.205 5.666  0.0722
H 5.044 3.683 4.545  0.0676
H 6.337 6.462 4.562  0.1100
H 4.732 6.089 5.196  0.1095
H 4.209 5.457 3.019  0.0502



4.
Entry from the Open Molecules 2025 dataset: a structure of composition C26H38BClN3O6Ti in a non-equilibrium geometry (ωB97M-V/def2-TZVPD).

2S+1: 2
⟨S²⟩: 0.764
Gap between HOMO and LUMO (alpha / beta): 6.73 / 6.52 eV
Molecular weight: 582.7 g mol⁻¹
LUMO level (alpha / beta): 0.21 / 0.07 eV

Last column: Löwdin charge in e.
CARTESIAN COORDINATES (ANGSTROEM)
O 0.886 0.122 -1.358  -0.2276
C 0.029 0.038 -2.385  -0.3592
C 0.058 1.351 -3.198  -0.1580
C 0.209 2.566 -2.542  -0.0364
H 0.098 2.593 -1.458  0.1068
C 0.557 3.716 -3.256  -0.0799
H 0.805 4.617 -2.697  0.1023
C 0.624 3.655 -4.645  -0.1087
H 0.961 4.523 -5.198  0.0928
C 0.248 2.483 -5.311  -0.0959
H 0.228 2.464 -6.397  0.0932
C -0.077 1.326 -4.591  -0.0365
H -0.379 0.405 -5.104  0.1113
H 0.286 -0.742 -3.123  0.1183
C -2.009 -1.827 -2.381  -0.0837
C -1.472 -0.508 -1.829  -0.4071
H -2.719 -1.667 -3.208  0.0972
H -2.579 -2.424 -1.621  0.0705
H -1.222 -2.455 -2.797  0.0725
C -2.378 0.450 -1.371  -0.2441
C -3.809 0.287 -1.798  -0.1223
H -2.038 1.484 -1.259  0.0967
H -3.946 0.505 -2.855  0.0897
H -4.507 0.885 -1.241  0.0696
H -4.152 -0.731 -1.680  0.0326
Ti -1.495 -1.042 0.043  0.6549
Cl -3.508 -1.400 0.877  0.2066
C -1.207 -0.546 2.906  -0.2690
O -0.612 -0.968 1.860  -0.1472
N -0.735 -0.714 4.129  -0.1426
C 0.236 -1.728 4.576  0.0008
C -1.392 0.109 5.145  -0.0273
H -2.139 0.051 2.819  0.1396
H 1.039 -1.836 3.835  0.0994
H -0.250 -2.702 4.782  0.1020
H 0.661 -1.362 5.524  0.0875
H -1.279 1.171 4.871  0.0931
H -0.950 -0.056 6.128  0.0879
H -2.472 -0.112 5.184  0.1010
H 4.594 1.299 -1.644  0.0831
H 4.734 1.043 0.847  0.0865
C 3.571 0.899 -1.677  -0.0516
C 3.629 0.945 0.815  -0.0672
N 3.224 0.293 -0.402  -0.1980
H 3.528 0.120 -2.450  0.0875
C 2.538 -0.894 -0.352  -0.3859
O 2.158 -1.469 0.663  -0.0127
H 3.272 0.314 1.649  0.0871
H 2.494 -1.316 -1.377  0.1151
H 2.878 1.712 -1.943  0.0816
H 3.191 1.958 0.890  0.0854
H -0.117 -5.878 0.918  0.1030
H 2.039 -6.103 -0.794  0.1029
C -0.571 -5.528 -0.022  -0.0092
C 1.407 -5.564 -1.527  -0.0218
N 0.398 -4.761 -0.814  -0.1504
H -1.465 -4.938 0.197  0.0956
C 0.424 -3.436 -0.860  -0.1789
O -0.429 -2.682 -0.258  -0.1369
H 2.013 -4.873 -2.127  0.0945
H 1.219 -2.969 -1.469  0.1466
H -0.860 -6.425 -0.582  0.0919
H 0.904 -6.306 -2.178  0.0982
O 0.654 1.493 1.356  0.1324
B -0.501 1.135 0.608  -0.3430
O -1.464 2.191 0.838  0.1011
C -0.958 2.988 1.808  -0.2274
C -1.603 3.980 2.531  0.0039
C -0.921 4.505 3.638  -0.1032
C 0.345 4.036 4.004  -0.1068
C 0.982 3.035 3.263  -0.0038
C 0.319 2.549 2.146  -0.2125
H -2.586 4.330 2.234  0.1172
H -1.401 5.282 4.232  0.0978
H 0.830 4.448 4.890  0.0988
H 1.932 2.606 3.575  0.1181



Q: Which of these has the highest molecular weight?
A: C26H70Br2NO12P